17
Properties=species:S:1:pos:R:3:mulliken_charge:R:1 method="wB97M-V/def2-TZVPD" gap_ev=8.817 lumo_ha=0.01430 de_lowest_kcal_mol=213.7 total_energy_ev=-10803.1937
C -1.471 -0.378 -0.733 0.107
C 1.191 -0.953 0.364 -0.284
C 2.113 0.138 0.539 -0.080
C 2.439 1.103 -0.369 -0.825
H -3.214 1.085 0.941 0.299
H -3.355 -0.688 1.450 0.182
H -1.671 -1.561 -0.493 0.361
H 0.344 0.791 -1.198 0.271
H 0.411 -0.749 1.129 0.277
H 1.689 -2.049 0.524 0.283
H 2.053 0.283 1.673 0.246
H 2.611 2.135 -0.030 0.223
H 2.086 1.115 -1.366 0.466
N -3.437 0.166 0.269 -0.585
N -2.288 0.640 -0.463 -0.334
N -0.259 -0.052 -1.297 -0.260
O 0.757 -1.026 -0.941 -0.348